[1]
The following is a quantum chemistry calculation of a molecular structure, C31H53ClN2O6P2Si2V in a non-equilibrium geometry, from the OMol25 dataset.

```
98
Properties=species:S:1:pos:R:3:forces:R:3:lowdin_charge:R:1
V -0.042519 -0.234720 0.395177 0.1 2.0 -5.8 0.575
C -0.247382 -1.405709 2.105181 0.1 0.0 2.0 -0.183
C 1.024241 -0.752135 2.073140 -0.3 -0.8 1.8 -0.373
C 0.755206 0.678904 2.074052 0.8 -0.6 0.4 -0.204
Si 2.631936 -1.718917 2.120558 -0.2 -0.2 -0.5 0.521
C -0.646490 0.868560 2.051186 -0.8 -0.3 0.2 -0.196
C -1.288484 -0.433785 2.025706 -0.1 -0.8 1.8 -0.371
Si -3.093090 -0.937818 1.979842 0.5 0.1 -0.7 0.517
H -0.400196 -2.481454 2.223899 0.1 0.4 -0.4 0.113
H 1.514719 1.448355 2.165557 -0.2 -0.1 -0.2 0.107
H -1.176155 1.812794 2.116679 0.2 -0.1 -0.2 0.108
Cl 0.332939 2.151654 -1.823236 0.0 -0.1 0.1 0.587
C -3.260178 -2.718736 2.492483 0.0 -0.2 0.3 -0.152
C -4.054752 0.193992 3.101632 -0.2 -0.1 0.3 -0.161
C 2.262951 -3.503741 2.522067 -0.1 -0.1 0.2 -0.154
C 3.772705 -0.953730 3.380701 0.0 -0.1 0.3 -0.167
H -3.683522 0.035757 4.124273 -0.1 0.1 -0.2 0.044
H -5.118328 -0.077016 3.080432 0.1 0.1 0.1 0.040
H -3.961349 1.259948 2.868700 0.0 -0.2 0.0 0.023
H -2.907536 -3.418323 1.722139 0.0 0.2 0.1 0.022
H -4.317453 -2.937283 2.696579 0.2 -0.1 0.0 0.043
H -2.680031 -2.894718 3.409730 -0.2 -0.1 -0.1 0.047
H 3.263579 -0.988655 4.355587 0.2 0.1 -0.2 0.042
H 4.037273 0.088283 3.159349 0.0 -0.2 0.1 0.024
H 4.694409 -1.548831 3.449628 -0.2 0.2 0.0 0.038
H 1.413498 -3.582521 3.212807 0.2 -0.1 0.0 0.037
H 3.145236 -3.957477 2.994375 -0.2 0.0 -0.1 0.042
H 2.020681 -4.064613 1.609196 0.1 0.2 0.2 0.021
C -3.597841 -0.808185 0.159919 -0.5 0.1 0.3 -0.397
C 3.370446 -1.674727 0.381550 0.3 0.0 0.4 -0.395
P -2.632381 0.523213 -0.629156 0.5 -0.1 0.0 1.002
H -4.683447 -0.648862 0.093926 0.2 -0.1 -0.1 0.043
H -3.359182 -1.763539 -0.339031 0.1 0.4 0.2 0.047
P 2.696171 -0.207254 -0.453667 -0.6 -0.2 -0.2 1.002
H 3.019393 -2.575908 -0.143194 -0.1 0.4 0.1 0.039
H 4.469441 -1.690281 0.411965 -0.3 0.0 -0.1 0.045
C 3.166552 -0.436475 -2.236147 0.1 0.3 0.0 -0.544
C 3.789340 1.174473 0.217943 -0.3 -0.5 -0.2 -0.531
C -3.379687 2.098702 0.098399 0.2 -0.6 -0.2 -0.537
C -3.197449 0.558029 -2.406558 0.1 0.2 0.0 -0.537
C -2.112146 -0.026537 -3.313352 0.1 -0.1 -0.1 -0.138
H -3.307750 1.630849 -2.636091 -0.1 -0.2 0.0 0.094
C -4.525227 -0.160163 -2.643455 -0.1 0.0 -0.1 -0.120
H -4.438129 -1.227295 -2.398015 -0.1 0.3 -0.1 0.077
H -4.783648 -0.080000 -3.707931 0.0 -0.1 0.2 0.082
H -5.353004 0.269429 -2.066920 0.2 -0.2 -0.1 0.061
H -1.219747 0.608790 -3.325641 -0.2 -0.2 0.0 0.016
H -2.484598 -0.114108 -4.342550 0.0 0.0 0.2 0.080
H -1.810304 -1.023488 -2.964865 -0.1 0.3 -0.1 0.054
H -3.172367 2.005883 1.176234 -0.1 0.1 -0.3 0.061
C -4.890074 2.211288 -0.118534 -0.1 0.3 0.2 -0.112
C -2.656870 3.342623 -0.426666 0.0 0.1 0.1 -0.135
H -5.454839 1.370296 0.302738 0.2 0.2 -0.1 0.067
H -5.135687 2.303704 -1.185396 0.1 0.0 0.3 0.074
H -5.245824 3.124672 0.379525 0.0 -0.2 -0.1 0.082
H -1.589325 3.332938 -0.179332 -0.2 -0.1 -0.1 0.039
H -3.102799 4.237077 0.030386 0.1 -0.1 -0.1 0.082
H -2.761910 3.441925 -1.515886 0.0 0.0 0.2 0.068
H 3.538701 1.180488 1.291819 0.2 0.0 -0.3 0.074
C 3.417063 2.536593 -0.369989 0.0 0.2 0.1 -0.141
C 5.284920 0.909012 0.048135 0.2 0.3 0.1 -0.114
H 5.618654 -0.024372 0.514369 -0.1 0.2 -0.1 0.065
H 5.840624 1.726807 0.527978 0.0 -0.2 -0.1 0.082
H 5.573149 0.899785 -1.011145 -0.1 0.0 0.2 0.073
H 2.379344 2.809062 -0.153187 0.2 -0.1 -0.1 0.034
H 3.564895 2.563724 -1.458012 0.0 0.0 0.2 0.068
H 4.066144 3.306736 0.068950 -0.1 -0.1 -0.1 0.081
C 1.962122 -0.998266 -3.001433 -0.2 -0.1 0.0 -0.127
C 4.399343 -1.314748 -2.450529 0.1 0.0 -0.2 -0.119
H 3.372720 0.584314 -2.598452 0.0 -0.2 0.0 0.096
H 4.202599 -2.347408 -2.135180 0.1 0.2 -0.1 0.081
H 5.285283 -0.946835 -1.920027 -0.2 -0.2 -0.1 0.055
H 4.634227 -1.329271 -3.523402 0.0 -0.1 0.2 0.081
H 1.564006 -1.898232 -2.502141 0.1 0.3 -0.2 0.058
H 2.257790 -1.268786 -4.024970 0.0 0.1 0.2 0.081
H 1.154540 -0.254360 -3.064009 0.2 -0.3 0.0 0.031
C 0.523579 3.712777 -2.634680 0.1 0.5 -0.4 -0.443
H 0.607440 4.524588 -1.905440 0.0 -0.3 -0.1 0.043
H 1.430562 3.661962 -3.242529 -0.2 0.1 0.1 0.036
H -0.350730 3.870987 -3.272581 0.2 0.0 0.2 0.037
O 0.953853 -3.339390 -0.689817 -1.5 0.0 0.0 -0.023
C -0.285716 -3.224705 -0.869041 0.9 1.6 -0.5 -0.587
O -0.902673 -2.176682 -1.309064 0.9 -1.0 1.2 -0.096
C -1.146905 -4.398905 -0.469629 -0.3 -1.0 0.0 -0.093
C -2.335787 -4.747818 -1.125725 -0.2 -0.4 0.3 0.092
C -3.091160 -5.854502 -0.672411 1.6 0.7 0.4 -0.125
C -2.705970 -6.600693 0.443152 0.1 0.3 0.3 0.095
C -1.544999 -6.203885 1.110263 -0.3 1.1 -1.2 -0.123
C -0.722529 -5.177036 0.611678 -0.6 -0.2 0.1 0.079
N -1.257634 -6.678423 2.440727 1.1 -1.0 2.5 -0.311
O -1.963754 -7.569288 2.943858 1.0 1.5 -1.1 0.075
O -0.300624 -6.137282 3.045524 -1.9 -1.1 -1.1 0.050
N -4.311642 -6.216008 -1.346036 -2.4 -1.0 -1.4 -0.316
O -4.691219 -5.540694 -2.324359 0.9 -1.0 1.8 0.065
O -4.933490 -7.213270 -0.919318 1.1 1.8 -0.7 0.061
H -2.660660 -4.193782 -2.001095 0.0 0.0 0.2 0.132
H -3.321278 -7.414664 0.812229 0.1 0.2 0.0 0.133
H 0.218607 -4.972299 1.110124 -0.3 0.1 -0.1 0.104
```
Forces are in eV/Å.

- ⟨S²⟩ = 0.76
- energy (Eh) = -4439.75868
- 2S+1 = 2
- charge = 0
- highest occupied orbital energy (spin up / spin down) (eV) = -7.538 / -6.935
- frontier orbital gap (spin up / spin down) (eV) = 6.51 / 5.90

[2]
The following is a quantum chemistry calculation of 3 unconnected molecules or ions with the total composition C37H36BN2O8 in a non-equilibrium geometry, from the OMol25 dataset.

```
84
Properties=species:S:1:pos:R:3:forces:R:3:lowdin_charge:R:1
C 2.296148 -4.228534 -1.375740 0.1 -0.9 -0.2 -0.095
C 1.481981 -4.250565 -2.835150 0.6 0.3 0.9 -0.244
O 0.378239 -3.283668 -2.687588 -0.1 -1.9 -1.5 -0.231
C -0.726498 -3.565519 -3.616793 -1.4 -0.1 -1.3 -0.208
C -0.272808 -4.072962 -5.107499 1.2 0.4 -0.5 -0.211
C -1.417470 -3.939434 -6.271158 -0.5 -1.0 0.3 -0.204
C -2.979582 -3.928600 -5.673224 -0.2 0.3 -1.7 -0.218
C -3.485684 -5.406113 -5.190888 1.1 -0.4 -0.5 -0.161
C -4.845491 -5.450995 -4.296451 -0.1 -1.8 0.0 -0.249
N -5.669329 -4.200731 -4.240274 0.9 0.3 0.7 0.057
B -5.477060 -3.379316 -2.989736 -1.4 -0.1 1.4 -0.528
N -4.215618 -2.683749 -2.519476 -0.4 -0.3 -0.7 0.127
O -6.664751 -3.278229 -2.069298 1.2 1.9 -2.5 0.007
C -4.535100 -6.005637 -2.749262 -1.1 -3.2 5.7 -0.407
O -3.341790 -5.946929 -2.153733 -4.3 0.7 -3.6 -0.156
O -5.641113 -6.662905 -1.977260 5.1 3.7 -4.9 -0.274
H 3.459126 -4.088821 -1.544047 -2.5 -0.1 0.4 0.073
H 2.173777 -5.285295 -0.849654 0.2 2.2 -1.1 0.079
H 1.854589 -3.431072 -0.633847 0.9 -1.4 -1.8 0.059
H 2.165082 -3.847815 -3.721796 -1.3 -1.2 1.9 0.122
H 1.098853 -5.360477 -3.036856 0.7 2.5 0.3 0.135
H -1.506702 -4.367409 -3.210721 1.7 1.6 -0.4 0.123
H -1.313485 -2.540907 -3.776622 1.4 -2.1 0.5 0.133
H 0.135548 -5.186322 -5.137139 -1.0 2.3 0.4 0.111
H 0.658681 -3.399559 -5.429913 -2.0 -1.4 0.6 0.113
H -1.192925 -3.029011 -6.972588 -0.6 -1.6 1.5 0.100
H -1.328688 -4.920215 -6.941393 -0.2 2.2 1.3 0.111
H -3.647543 -3.641875 -6.620844 1.3 -0.4 2.0 0.109
H -3.148479 -3.060785 -4.900907 0.4 -2.0 -1.3 0.083
H -2.570351 -5.945028 -4.646369 -2.2 1.2 -0.8 0.118
H -3.678033 -6.068672 -6.165275 0.4 1.6 1.9 0.115
H -5.539210 -6.298368 -4.772798 1.5 1.7 1.2 0.147
H -5.688120 -3.648035 -5.119175 0.3 -0.8 0.9 0.102
H -4.082009 -1.738729 -2.943856 0.0 -1.2 0.6 0.076
H -3.362656 -3.280562 -2.591163 -0.9 0.8 -0.3 0.038
H -7.179011 -2.441781 -2.284704 0.9 -1.6 0.5 0.089
C -0.483383 -2.588257 0.900839 0.0 0.4 0.0 -0.057
C -1.842602 -2.656346 0.596051 -0.1 0.2 0.0 -0.025
C -2.586078 -1.483549 0.454422 0.0 -0.2 0.0 0.018
C -1.970958 -0.238070 0.630153 0.0 -0.6 0.0 -0.086
C -0.617659 -0.170756 0.959063 0.2 -0.4 0.0 -0.088
C 0.130848 -1.348463 1.083368 -0.2 -0.2 0.0 0.001
C 0.030030 1.135643 1.195483 0.8 -0.4 0.1 -0.250
O 1.219612 1.195818 1.480963 -0.9 0.0 -0.4 0.050
C -0.778112 2.366980 1.091572 0.0 0.7 0.1 -0.075
C -0.190764 3.608132 1.369794 -0.2 0.3 0.0 0.008
C -0.944438 4.778793 1.260950 0.1 -0.4 0.0 -0.057
C -2.280387 4.714589 0.865991 0.0 -0.4 0.0 -0.062
C -2.869591 3.479069 0.593643 0.2 0.3 0.1 0.005
C -2.119142 2.302158 0.716286 0.0 0.7 0.0 -0.082
C -2.761145 0.997589 0.460769 -1.5 -0.4 -0.4 -0.278
O -3.936494 0.939925 0.118098 0.8 0.2 0.2 0.099
H 0.098162 -3.501965 1.002168 -0.1 0.2 0.0 0.104
H -2.324128 -3.623031 0.466308 0.0 0.2 -0.1 0.123
H -3.645597 -1.544276 0.211257 0.3 0.1 0.0 0.119
H 1.190970 -1.303245 1.326549 -0.3 0.2 -0.1 0.117
H 0.852565 3.667278 1.675690 -0.3 -0.2 -0.2 0.101
H -0.487818 5.741017 1.482527 -0.1 -0.2 0.0 0.107
H -2.865717 5.626927 0.774104 0.1 -0.2 0.0 0.105
H -3.914432 3.436350 0.290550 0.3 -0.2 0.1 0.121
C 4.487810 8.443962 6.837721 -0.1 -0.3 -0.2 -0.064
C 5.860193 8.195834 6.835409 0.0 -0.3 -0.2 -0.064
C 6.368576 7.089207 6.153360 -0.1 0.3 0.2 0.003
C 5.500333 6.220453 5.481130 0.0 0.6 0.4 -0.086
C 4.126057 6.454908 5.504104 0.1 0.6 0.4 -0.085
C 3.619367 7.575946 6.174364 0.2 0.2 0.2 0.003
C 3.196738 5.517944 4.840373 -1.4 0.1 -0.1 -0.279
O 1.989661 5.725096 4.857069 0.7 0.0 0.0 0.094
C 3.742105 4.323980 4.164279 -0.2 -0.5 -0.3 -0.086
C 2.868454 3.397066 3.580833 0.2 -0.2 -0.1 0.011
C 3.376476 2.271988 2.927816 0.1 0.1 0.2 -0.039
C 4.754683 2.074575 2.847522 0.2 0.5 0.3 -0.043
C 5.627131 2.993411 3.432690 -0.2 -0.2 -0.1 0.003
C 5.119002 4.115318 4.100867 0.0 -0.4 -0.3 -0.093
C 6.048654 5.062480 4.747386 1.4 -0.4 -0.2 -0.281
O 7.259905 4.887281 4.681280 -0.7 0.2 0.1 0.089
H 4.092404 9.311490 7.361526 0.1 -0.2 -0.1 0.105
H 6.535813 8.865352 7.363105 -0.1 -0.1 -0.1 0.105
H 7.441585 6.904692 6.151518 -0.3 -0.1 -0.1 0.120
H 2.548798 7.772936 6.185113 0.2 -0.2 -0.1 0.120
H 1.791177 3.545411 3.636279 0.3 0.1 0.1 0.111
H 2.696144 1.550813 2.480014 0.4 0.4 0.3 0.071
H 5.150920 1.202045 2.332639 -0.1 0.2 0.1 0.109
H 6.701754 2.830122 3.370201 -0.2 0.2 0.1 0.119
```
Forces are in eV/Å.

- energy (Eh) = -2167.77330
- 2S+1 = 1
- charge = -1
- highest occupied orbital energy (eV) = -4.233
- frontier orbital gap (eV) = 4.37